186
Properties=species:S:1:pos:R:3:forces:R:3:mulliken_charge:R:1 method="wB97M-V/def2-TZVPD" max_force_ha_per_bohr=0.086 charge=0 smiles="CCOS(C)(=O)=O.CCOS(C)(=O)=O.CCOS(C)(=O)=O.CCOS(C)(=O)=O.CCOS(C)(=O)=O.CCOS(C)(=O)=O.CCOS(C)(=O)=O.CCOS(C)(=O)=O.CCN(CC)CC.CCN(CC)CC.CCN(CC)CC" homo_energy_ev=-8.082 multiplicity=1 relative_energy_kcal_mol=169.0
C 2.41330 2.34387 0.72372 0.093 -0.129 1.321 -1.650
C 1.22678 1.85571 -0.09661 -0.156 -1.406 0.602 0.153
N 0.38527 0.79400 0.61408 -0.879 1.918 1.206 1.344
C -0.82976 0.37919 -0.11855 0.055 0.933 -0.237 1.032
C -1.75853 1.56130 -0.62075 1.732 -0.628 -0.139 -0.998
C 1.07862 -0.31882 1.22620 1.423 0.678 -0.264 0.987
C 1.63775 -1.21512 0.17091 -0.234 -1.550 -0.112 -0.514
H 3.18741 1.61570 0.96583 -0.197 -0.624 -0.340 0.287
H 2.03424 2.64036 1.70174 -0.034 0.294 0.062 0.254
H 3.02506 3.16736 0.35532 -0.617 0.233 -0.586 0.552
H 0.55634 2.69594 -0.27729 0.047 -0.083 -0.129 0.035
H 1.61297 1.47253 -1.04113 -0.200 -0.008 -0.426 0.144
H -0.48711 -0.22451 -0.95893 -0.464 -0.039 -0.570 0.129
H -1.43357 -0.29162 0.49262 0.196 0.000 0.336 -0.880
H -2.71296 1.20288 -1.00635 0.020 -0.064 0.291 0.614
H -1.85186 2.36599 0.10854 -0.333 -0.301 0.333 -0.097
H -1.23703 2.03818 -1.45064 -0.109 0.006 -0.294 -0.067
H 0.63223 -0.91936 2.01879 -1.431 0.210 -0.291 -0.264
H 1.93903 -0.02245 1.82617 0.093 1.029 -0.241 -1.046
H 2.57510 -1.60631 0.56645 0.201 -0.304 -0.660 0.463
H 1.71483 -0.73850 -0.80633 0.542 0.165 0.162 -0.169
H 0.93345 -2.03475 0.02852 0.174 -0.385 -0.167 -0.265
C -1.04051 -7.75994 -1.68470 -1.019 0.510 0.232 -1.586
C -0.91414 -7.10139 -0.28894 0.791 0.369 -0.479 0.160
N 0.38320 -7.30979 0.30781 0.975 -0.257 1.310 0.757
C 1.49709 -6.52243 -0.24814 -0.514 -1.407 1.178 -1.058
C 1.32799 -5.05882 -0.01966 0.548 0.078 -1.480 -0.179
C 0.68498 -8.74731 0.42330 1.190 1.298 0.730 -0.613
C 1.82392 -9.03531 1.42317 0.087 -0.561 0.147 -1.430
H -0.92831 -8.84365 -1.71779 0.022 0.095 0.199 0.345
H -0.35188 -7.31074 -2.40032 0.315 -0.040 0.167 0.310
H -2.02145 -7.51112 -2.08958 -0.198 -0.180 -0.012 0.467
H -1.04210 -6.02473 -0.40096 -0.046 0.082 -0.228 -0.535
H -1.61555 -7.34013 0.51052 -0.548 -0.648 -0.638 0.465
H 2.41111 -6.72919 0.30858 -0.039 -0.989 -0.225 0.495
H 1.58911 -6.78303 -1.30253 0.583 0.158 -0.328 0.272
H 0.82323 -4.74399 -0.93301 -0.752 1.051 0.705 -0.042
H 0.90985 -4.85228 0.96553 -0.138 0.325 -0.508 -0.153
H 2.33752 -4.66005 -0.11928 -0.036 0.477 0.286 0.467
H 1.06480 -9.04547 -0.55390 -0.446 -0.885 -0.219 0.393
H -0.21217 -9.25480 0.77784 -0.057 -0.102 -0.508 0.449
H 1.76618 -10.05350 1.80797 -0.244 -0.259 -0.228 0.407
H 1.82083 -8.44214 2.33763 -0.155 0.473 -0.243 0.242
H 2.81052 -8.99822 0.96127 -0.006 0.361 -0.003 0.355
C 1.43227 6.27813 -1.13894 0.149 1.121 -1.142 -0.698
C 0.57718 6.83834 -2.30706 -0.511 -0.431 0.741 -0.708
N -0.83596 6.92414 -2.03796 -1.363 0.654 0.491 0.306
C -1.51066 5.63673 -1.70974 0.454 1.937 0.652 -0.234
C -3.02086 5.80288 -1.90207 0.539 -0.965 -0.508 -0.957
C -1.21853 8.08389 -1.18564 0.755 0.551 0.156 -0.448
C -1.10161 9.50786 -1.80091 -0.218 -1.043 -0.361 -1.381
H 2.44756 6.45279 -1.49501 0.381 -0.534 0.301 0.430
H 1.25827 5.23891 -0.85994 -0.030 0.137 -0.016 -0.174
H 1.31152 6.98026 -0.31400 -0.106 -0.410 0.346 0.439
H 0.92741 7.85131 -2.50542 0.120 -0.061 -0.234 0.324
H 0.63287 6.25682 -3.22730 0.564 -0.166 -0.060 0.332
H -1.02259 4.82573 -2.25028 -0.370 0.094 -0.754 0.036
H -1.29837 5.32648 -0.68663 -0.036 0.202 0.632 0.138
H -3.48357 5.06114 -1.25107 -0.508 0.012 -0.301 0.194
H -3.42782 6.79114 -1.68800 0.366 -0.116 0.259 0.389
H -3.23406 5.61927 -2.95512 -0.367 -0.210 0.086 0.303
H -0.52728 8.28849 -0.36808 0.415 -1.020 0.636 0.196
H -2.16578 7.98029 -0.65642 -0.123 -0.396 -0.581 0.539
H -0.03701 9.73445 -1.85918 -0.082 0.307 -0.250 0.315
H -1.56372 10.19678 -1.09385 0.023 0.110 -0.122 0.405
H -1.56034 9.59767 -2.78559 -0.034 0.084 0.017 0.312
O -2.13432 -0.81890 -2.97174 0.633 -2.323 -2.154 -0.115
S -1.95384 -1.99339 -3.87892 -1.123 0.322 0.957 0.928
O -3.16401 -2.44888 -4.65558 3.946 1.592 1.203 -0.641
O -0.55337 -1.72876 -4.81388 -2.690 -1.484 0.035 -0.442
C 0.68942 -1.35695 -4.16896 -0.771 2.191 -0.351 0.618
C 1.63471 -1.00343 -5.28607 1.087 -0.911 -0.950 -1.557
C -1.37631 -3.45907 -2.88274 -1.343 2.068 -1.795 -0.842
H 1.06601 -2.09475 -3.46049 -0.128 0.060 -0.069 0.333
H 0.39875 -0.39185 -3.75400 0.490 -0.151 1.146 -0.030
H 2.56987 -0.50302 -5.03476 -0.295 0.144 0.827 0.348
H 1.20069 -0.37580 -6.06441 -0.383 -0.101 0.214 0.254
H 2.02134 -1.90191 -5.76707 -0.319 -0.232 -0.263 0.466
H -1.24763 -4.18505 -3.68553 0.522 -0.215 0.446 0.518
H -2.30051 -3.65419 -2.33880 0.499 -0.201 0.568 0.460
H -0.51620 -3.03368 -2.36567 -0.166 -0.792 0.331 -0.236
O 3.23429 1.80680 -3.17974 -1.369 -0.010 -1.930 -0.597
S 2.65441 2.32209 -4.41658 0.996 1.966 -1.171 1.096
O 3.07941 1.85696 -5.76637 -1.302 0.620 3.150 -0.597
O 0.95892 2.30596 -4.25673 1.947 -0.545 -0.588 -0.119
C 0.21676 2.54007 -5.47450 -2.260 0.122 -0.842 -0.765
C -1.37099 2.22567 -5.36842 1.817 -0.249 0.380 -0.284
C 2.95548 4.21526 -4.31888 -1.940 -1.499 0.473 -0.862
H 0.59329 2.03158 -6.36206 0.358 -0.637 0.480 0.402
H 0.29128 3.58044 -5.79101 0.081 0.350 0.558 0.429
H -1.63460 1.16935 -5.42134 0.605 -0.214 -0.051 -0.151
H -1.84367 2.68347 -6.23738 0.033 0.292 0.243 0.253
H -1.81409 2.54844 -4.42631 0.129 0.536 -0.124 0.086
H 2.08502 4.68380 -4.77808 0.299 -0.067 -0.757 0.266
H 3.91096 4.59572 -4.68002 -0.137 -0.535 0.116 0.432
H 2.70255 4.39670 -3.27427 0.823 0.014 0.240 0.197
O 3.03751 3.80991 4.48254 -3.510 -1.447 0.971 -0.599
S 1.85570 2.98129 4.86546 0.809 -1.885 -1.119 1.209
O 1.22811 2.97101 6.19443 1.466 0.613 -2.026 -0.650
O 0.64168 3.07010 3.74120 1.717 1.780 1.074 -0.300
C -0.54940 2.37628 4.07199 -0.758 -1.667 -0.509 0.014
C -1.75402 3.03130 3.39928 1.439 0.083 1.206 -1.219
C 2.27025 1.19469 4.40615 -0.138 1.682 1.431 -0.588
H -0.66081 2.18122 5.13859 -0.046 0.755 0.099 0.663
H -0.42861 1.37695 3.65385 -0.032 -0.240 -0.297 -0.024
H -2.62551 2.49973 3.78141 -0.212 0.153 -0.471 0.419
H -1.59094 2.99194 2.32226 -0.446 0.062 0.097 0.028
H -1.71970 4.04710 3.79306 -0.577 0.218 -0.406 0.380
H 1.33106 0.65212 4.51395 0.240 -0.077 -0.007 0.323
H 2.96055 0.94503 5.21191 0.058 -0.475 -0.269 0.343
H 2.68554 1.10836 3.40207 0.002 0.323 0.262 -0.070
O 6.55190 0.94028 7.27509 0.676 -1.531 -1.724 -0.602
S 7.26017 0.07724 6.32942 1.371 2.598 -0.283 1.108
O 7.30449 -1.33861 6.42092 -0.789 -0.507 0.120 -0.549
O 6.83940 0.42353 4.74796 -0.097 -1.299 1.024 -0.331
C 6.00690 1.57437 4.51903 0.304 1.794 1.155 0.063
C 5.89304 2.05237 3.09210 0.777 -1.114 -0.309 -1.353
C 9.03834 0.56770 6.25674 -0.846 0.617 -0.691 -0.946
H 6.60914 2.36732 4.96247 -0.665 0.404 0.626 0.450
H 5.05042 1.48548 5.03415 0.181 -0.154 -0.029 0.176
H 6.91882 2.31561 2.83405 -0.083 0.020 -0.610 0.475
H 5.27780 2.94644 2.99105 -0.107 -0.159 0.373 0.291
H 5.53373 1.27156 2.42178 -0.055 0.070 -0.152 0.269
H 9.51966 0.64817 7.23140 -0.344 -0.589 0.028 0.363
H 9.13329 1.55663 5.80830 -0.391 0.116 0.017 0.320
H 9.50622 -0.11206 5.54462 0.021 -0.231 0.436 0.313
O 0.96129 -2.21404 4.47373 1.327 -0.802 -1.346 -0.547
S 2.14426 -3.06687 4.49886 0.403 0.485 2.834 0.901
O 2.30041 -4.33412 3.81950 -0.406 1.324 -0.430 -0.607
O 3.47103 -2.10346 4.28552 -3.336 -0.025 1.096 0.156
C 4.64907 -2.52354 3.70924 2.857 -0.485 -1.302 -0.181
C 5.52561 -3.51087 4.52158 -1.765 -0.203 -0.269 -1.209
C 2.39116 -3.37770 6.28320 -0.783 0.390 -1.598 -1.202
H 5.29707 -1.64741 3.73387 -0.367 0.472 -0.388 0.179
H 4.43914 -2.74171 2.66214 0.323 -0.536 -0.008 0.323
H 4.96587 -4.43031 4.69311 -0.092 -0.048 0.387 0.300
H 5.71260 -2.95459 5.44010 0.456 -0.578 0.135 0.299
H 6.42327 -3.86421 4.01418 0.087 0.690 -0.074 0.407
H 1.43116 -3.52987 6.77650 -0.054 -0.521 -0.391 0.442
H 2.70070 -2.39660 6.64341 0.919 -0.524 0.238 0.266
H 3.01460 -4.26846 6.20588 0.405 0.448 1.061 0.394
O -7.82792 -1.46320 0.53626 1.111 0.069 -0.193 -0.663
S -6.53814 -1.46285 -0.11398 0.656 -0.126 -0.992 1.253
O -6.37116 -2.17521 -1.38019 0.023 1.139 2.176 -0.603
O -6.08147 0.09203 -0.41519 -0.858 -1.089 -0.084 -0.216
C -6.75760 1.21769 0.23226 0.975 1.144 -0.485 -0.380
C -6.42753 2.53207 -0.61197 -0.714 -1.668 0.588 -0.872
C -5.18567 -1.94311 1.07131 0.507 0.705 -0.893 -0.769
H -6.27119 1.29167 1.20490 -0.128 0.231 0.140 0.304
H -7.82556 1.07200 0.39457 0.125 -0.315 -0.357 0.394
H -6.53990 3.38585 0.05626 0.396 0.015 -0.042 0.429
H -7.11032 2.69836 -1.44518 -0.127 -0.309 0.051 0.332
H -5.43672 2.41797 -1.05171 0.124 0.330 0.346 0.014
H -4.21080 -1.87596 0.58836 -0.228 -0.163 -1.016 0.012
H -5.20172 -2.96070 1.46162 -0.790 0.258 0.089 0.526
H -5.01044 -1.14579 1.79358 -0.995 -0.186 0.505 0.227
O -3.07513 -5.32455 1.21067 0.114 0.620 -0.079 -0.596
S -2.10734 -4.34823 1.60845 1.556 0.452 -0.006 0.994
O -1.38887 -3.51885 0.61293 -1.390 -1.560 2.014 -0.142
O -2.89839 -3.35766 2.62926 1.108 -1.438 -0.510 -0.480
C -2.19659 -2.15033 3.00658 -1.528 0.780 0.414 1.210
C -2.87471 -1.62186 4.26264 -0.042 0.147 0.972 -1.816
C -0.96557 -5.22546 2.79136 0.200 0.813 0.797 -0.501
H -2.43334 -1.48767 2.17416 0.810 0.358 0.081 -0.267
H -1.13411 -2.27597 3.21508 -0.035 -0.236 -0.417 0.168
H -3.93749 -1.38120 4.23663 -0.036 0.001 -0.821 0.357
H -2.37510 -0.72042 4.61745 0.172 0.138 -0.245 0.297
H -2.83514 -2.29100 5.12217 0.429 -0.440 -0.188 0.420
H -1.58003 -5.61211 3.60441 -0.388 -0.027 -0.343 0.538
H -0.24180 -4.57989 3.28885 -0.383 0.919 -0.219 -0.231
H -0.25622 -5.99825 2.49519 -0.769 -0.315 -1.310 0.173
O -5.42118 3.23757 -4.02124 0.633 -0.682 -1.112 -0.542
S -5.61260 2.00119 -4.74221 -1.453 -1.452 -0.782 1.132
O -6.98150 1.56476 -4.95576 1.295 0.360 0.186 -0.658
O -4.95870 2.05745 -6.33608 -1.737 1.593 3.551 -0.334
C -4.27355 0.98843 -6.89418 0.895 0.531 -0.926 0.944
C -3.65902 1.63223 -8.15957 0.438 -1.880 -0.039 -1.526
C -4.72079 0.64700 -3.89207 0.174 1.106 -0.321 -0.264
H -4.87853 0.13538 -7.20142 -0.467 0.077 0.122 0.322
H -3.55316 0.61366 -6.16706 0.403 0.002 -0.361 -0.505
H -3.19811 2.61678 -8.08009 -0.178 -0.169 0.460 0.349
H -4.35428 1.62276 -8.99899 -0.212 0.196 0.243 0.410
H -2.90862 0.88345 -8.41316 0.485 0.248 -0.508 0.395
H -3.73735 1.02484 -3.61243 0.152 -0.156 -0.414 -0.174
H -4.68620 -0.24147 -4.52255 -0.027 0.103 0.214 0.464
H -5.21074 0.45961 -2.93659 -0.531 0.009 -0.266 0.042